No. 1
Density functional theory data (ωB97M-V with the def2-TZVPD basis set) for one molecule with the formula C20H20N4O5.

The geometry in XYZ format:
```
49
Properties=species:S:1:pos:R:3:nbo_charge:R:1
C 5.02415 -2.37802 -0.33612 -0.2500
H 5.22135 -2.56715 0.72299 0.1817
O 3.65237 -2.47511 -0.62856 -0.4993
C 3.00512 -3.63029 -0.33884 0.3789
C 3.62171 -4.80846 0.06879 -0.3140
C 2.88249 -5.96465 0.25334 -0.1905
C 1.51858 -5.97091 0.03015 -0.2380
C 0.88702 -4.79960 -0.34944 -0.1959
C 1.61062 -3.63025 -0.51648 0.0588
N 0.94417 -2.44163 -0.88068 -0.6076
C 1.09541 -1.24635 -0.25679 0.6757
O 1.79619 -1.05593 0.71669 -0.6064
C 0.27151 -0.14271 -0.83871 -0.1532
C 0.87051 1.09817 -1.03491 -0.1692
C 0.11408 2.19035 -1.40502 -0.2406
C -1.26708 2.06370 -1.53294 0.2357
C -1.86068 0.81142 -1.40468 -0.2577
C -1.09417 -0.28567 -1.06082 -0.1951
H -1.57848 -1.24020 -0.91380 0.2216
H -2.92482 0.70449 -1.54519 0.2308
N -2.05042 3.20173 -1.77464 -0.6490
C -3.06126 3.70624 -1.01617 0.6921
O -3.64697 4.70785 -1.35425 -0.5873
C -3.46264 2.97126 0.26334 -0.3271
N -2.38323 2.37189 1.01053 -0.4852
C -2.43246 1.10970 1.52920 0.7078
O -3.35140 0.33796 1.42586 -0.5881
C -1.11020 0.90943 2.24743 -0.3107
N -0.41718 2.14168 1.99806 -0.4304
C -1.14744 3.00246 1.25912 0.8091
O -0.83839 4.09871 0.86625 -0.6273
C 0.97169 2.32211 2.32307 -0.4151
H 1.10982 2.35188 3.40588 0.1979
H 1.29533 3.26697 1.89150 0.2358
H 1.56030 1.50035 1.90875 0.2201
H -0.56324 0.04667 1.85319 0.2405
H -1.28051 0.74341 3.31763 0.2242
H -3.97682 3.71626 0.88117 0.2440
H -4.17320 2.17132 0.03098 0.2582
H -1.68811 3.86732 -2.44688 0.4141
H 0.57243 3.15848 -1.53641 0.2302
H 1.93338 1.19578 -0.87467 0.2309
H 0.22929 -2.51910 -1.58921 0.4070
H -0.18125 -4.78256 -0.51026 0.2127
H 0.94600 -6.87583 0.15988 0.2169
H 3.38481 -6.86803 0.56441 0.2156
H 4.68743 -4.83605 0.23043 0.2213
H 5.30205 -1.35279 -0.57477 0.2023
H 5.61645 -3.06576 -0.94970 0.1740
```

Results
- Total charge: 0
- Kohn-Sham gap: 9.13 eV
- Electronic energy: -37264.5185 eV

No. 2
Density functional theory data (ωB97M-V with the def2-TZVPD basis set) for C28H42F9Ge2MnN2O4 as an isolated structure.

The geometry in XYZ format:
```
88
Properties=species:S:1:pos:R:3:lowdin_spin:R:1
Mn 0.91057 -0.47302 -0.43406 4.6801
C -0.79424 3.11460 3.45899 0.0006
N 0.07464 2.02366 3.04129 0.0034
C 1.00470 1.53677 4.05755 0.0004
C 0.01186 1.43034 1.85578 0.0048
O 0.72028 0.45954 1.55688 0.0297
C -0.96215 1.99474 0.82869 0.0013
O -1.11461 1.04742 -0.21184 0.0180
C -1.26724 1.62094 -1.49692 0.0016
C 0.12772 2.00349 -1.99964 0.0060
O 1.09193 1.56796 -1.34894 0.0357
N 0.24932 2.78012 -3.06515 0.0039
C 1.57042 3.20839 -3.51798 0.0004
C -0.88324 3.24437 -3.85190 0.0006
H -0.23485 3.76613 4.12696 0.0001
H -1.66092 2.73315 4.00391 0.0001
H -1.13398 3.71288 2.61774 0.0000
H 1.67522 2.34474 4.35018 0.0001
H 1.58670 0.71671 3.65401 0.0000
H 0.45390 1.19775 4.93558 0.0001
H -0.54983 2.93547 0.45120 0.0002
H -1.94182 2.17602 1.27707 0.0002
H -1.95118 2.47058 -1.46153 0.0001
H -1.69527 0.83652 -2.12593 0.0002
H 2.30310 2.99576 -2.74782 0.0001
H 1.54693 4.27926 -3.71884 0.0001
H 1.85128 2.67791 -4.42738 0.0001
H -1.75823 2.61894 -3.69258 0.0000
H -0.62069 3.19889 -4.90714 0.0001
H -1.13128 4.27934 -3.60627 0.0001
C -1.88780 -1.73539 -3.73063 0.0016
C -0.52510 -1.79480 -3.04772 0.0096
Ge -0.73136 -2.32230 -1.10869 0.0196
C 0.71922 -3.48688 -0.30158 0.0128
C 1.03697 -3.15362 1.16032 0.0123
C -2.20237 -3.62814 -1.10937 0.0180
C -3.12363 -3.37125 -0.17003 0.0032
Ge -2.62821 -1.56556 0.50207 0.0203
C -3.88730 -0.20233 -0.25272 0.0041
C -5.31844 -0.38515 0.25815 0.0015
C -2.16110 -1.19095 2.42086 0.0043
C -3.24450 -1.52858 3.44335 0.0013
C -4.28317 -4.19000 0.21251 0.0005
C -5.09635 -3.79496 1.27504 0.0000
C -6.19821 -4.54275 1.65621 0.0001
C -6.51398 -5.70546 0.97099 -0.0003
C -5.71422 -6.11492 -0.08833 0.0001
C -4.60981 -5.37052 -0.46199 0.0001
H -1.79051 -1.39464 -4.76281 0.0004
H -2.57898 -1.06002 -3.21592 0.0002
H -2.35629 -2.71916 -3.74174 0.0000
H 0.01923 -0.85460 -3.14197 0.0004
H 0.10790 -2.56364 -3.49134 0.0006
H 1.60807 -3.40567 -0.92190 0.0000
H 0.35537 -4.51104 -0.37464 0.0014
H 1.28376 -2.09570 1.31568 0.0044
H 1.89301 -3.72865 1.51535 0.0012
H 0.18967 -3.38369 1.80784 0.0005
H -2.21937 -4.52540 -1.72578 0.0011
H -3.86423 -0.32064 -1.33842 0.0001
H -3.51749 0.79538 -0.01189 0.0000
H -5.70148 -1.37342 0.00434 0.0000
H -5.98219 0.35631 -0.18893 0.0003
H -5.37067 -0.26900 1.34211 0.0000
H -1.91869 -0.12519 2.45489 0.0000
H -1.24601 -1.74132 2.63993 0.0000
H -4.18610 -1.02317 3.22332 0.0000
H -2.92745 -1.21879 4.44071 0.0003
H -3.43424 -2.60091 3.47662 0.0000
H -4.85152 -2.88100 1.80432 0.0002
H -6.81105 -4.22045 2.48831 0.0000
H -7.37821 -6.28897 1.25852 0.0000
H -5.95310 -7.02313 -0.62639 0.0000
H -3.99540 -5.70403 -1.28797 0.0001
F 3.80937 -2.23312 -4.02596 0.0001
C 3.98072 -2.52424 -2.73107 0.0012
F 3.26130 -3.62072 -2.46027 0.0003
F 5.27254 -2.81544 -2.53186 0.0004
C 3.50008 -1.34213 -1.84111 0.0085
O 2.15507 -1.29946 -1.84511 0.0566
C 4.03263 -1.55681 -0.38159 0.0019
F 3.26935 -0.79305 0.48026 0.0190
F 3.87666 -2.81805 0.02322 0.0001
F 5.29450 -1.20654 -0.18209 0.0007
C 4.12242 -0.01862 -2.39229 0.0012
F 5.41330 -0.13268 -2.71958 0.0003
F 4.02398 0.96415 -1.47341 0.0005
F 3.45638 0.38867 -3.48152 0.0002
```

Results
- Multiplicity: 6
- Total charge: +1
- Kohn-Sham gap (alpha / beta): 8.37 / 7.88 eV
- Electronic energy: -209693.1627 eV

No. 3
Density functional theory data (ωB97M-V with the def2-TZVPD basis set) for one molecule with the formula HNO3S.

The geometry in XYZ format:
```
6
Properties=species:S:1:pos:R:3:nbo_charge:R:1
N 1.11065 0.21803 -0.22173 0.7148
O -0.18258 0.07432 0.84224 -0.6582
O 1.94680 0.82693 0.32841 -0.2456
O 0.93325 -0.46264 -1.19370 -0.2833
S -1.47771 -0.74197 0.39040 0.4074
H -2.33041 0.08533 -0.14562 0.0649
```

Results
- Total charge: 0
- Kohn-Sham gap (alpha / beta): 9.15 / 9.15 eV
- Electronic energy: -18478.7650 eV

No. 4
Density functional theory data (ωB97M-V with the def2-TZVPD basis set) for C21H47BINO3P as an isolated structure.

The geometry in XYZ format:
```
75
Properties=species:S:1:pos:R:3:mulliken_charge:R:1
C -2.22123 2.36761 3.24930 -1.5064
C -1.06992 1.80208 2.38338 1.4414
C -1.23079 0.29690 2.18318 -1.7679
C -0.19684 -0.38778 1.26735 0.7210
C -0.25704 -1.91674 1.45722 -1.4664
P -0.38310 0.08346 -0.48708 0.8483
C 0.36954 -1.06616 -1.67162 -0.8877
C -0.36406 -2.40632 -1.94987 -0.4849
C 0.63772 -3.54646 -2.15345 -1.4342
C 1.29225 -4.06803 -0.88051 -0.3025
C 2.21566 -5.26923 -1.12668 -0.8582
C 2.56483 -5.95205 0.20421 -0.4925
C 3.97467 -6.56673 0.25847 -0.7782
O 4.71303 -6.03395 1.34791 -0.4051
C 5.82398 -5.23916 0.98262 -0.6627
B -2.27822 0.45903 -0.87440 0.5653
O -2.67630 1.64233 -0.34407 -0.5527
C -3.21544 -0.50096 -1.66970 -0.1181
C -4.72829 -0.23111 -1.51467 -1.3836
C 0.48523 1.67952 -0.73747 -0.2741
I 2.53386 1.48075 -0.10224 0.1667
C 0.46629 2.13671 -2.20120 -0.1485
C 1.09906 3.52910 -2.38959 -1.3389
H -1.85330 2.84386 4.14804 0.3307
H -2.88598 1.55764 3.56068 0.4855
H -2.82424 3.05059 2.66243 0.2730
H -1.08726 2.33976 1.44352 -1.2501
H -0.14336 1.98650 2.92556 0.4301
H -1.09453 -0.16071 3.16416 0.5775
H -2.26052 0.07577 1.88829 0.3255
H 0.79045 -0.07373 1.60533 0.5217
H 0.71295 -2.36055 1.25819 0.2902
H -1.03287 -2.39204 0.86263 0.1839
H -0.49262 -2.12468 2.49916 0.5890
H 1.40383 -1.26101 -1.39273 0.5741
H 0.39494 -0.50755 -2.60595 0.4521
H -1.09858 -2.66154 -1.19160 0.1939
H -0.88856 -2.29561 -2.89837 0.4271
H 1.43897 -3.17989 -2.80288 0.2860
H 0.16514 -4.37729 -2.67723 0.5719
H 0.54565 -4.30976 -0.12105 0.3944
H 1.92230 -3.28236 -0.44817 0.3384
H 1.68074 -5.96866 -1.76862 0.3315
H 3.12213 -4.89826 -1.60264 0.4071
H 2.53839 -5.21164 1.00519 0.3218
H 1.81764 -6.70733 0.44178 0.3658
H 3.92316 -7.64382 0.41424 0.3612
H 4.49189 -6.38577 -0.68564 0.4371
H 5.63341 -4.66764 0.07249 0.2820
H 6.71424 -5.85914 0.85758 0.2680
H 6.01633 -4.54519 1.79813 0.2498
H -3.28309 2.10559 -0.93138 0.2866
H -3.00448 -1.51055 -1.30691 0.2024
H -2.92343 -0.51773 -2.72465 0.3584
H -5.22531 -0.27380 -2.47893 0.3576
H -4.94662 0.74169 -1.07655 0.2437
H -5.17009 -0.96726 -0.84947 0.3497
H 0.01332 2.44922 -0.13792 -0.1696
H -0.57610 2.17186 -2.53328 0.2002
H 1.02061 1.43509 -2.81946 0.2502
H 0.59408 4.03541 -3.20907 0.3982
H 2.13380 3.41216 -2.70105 0.4014
H 1.05176 4.12450 -1.48195 0.2632
C -1.73735 6.21798 2.57063 0.0449
O -1.40301 5.19079 3.12946 -0.5369
N -1.30035 6.59889 1.35379 0.1546
C -1.72498 7.83869 0.73135 -0.9299
C -0.37139 5.73289 0.65404 -0.8481
H -2.43881 6.93627 3.02435 0.3084
H -2.22932 7.63851 -0.21603 0.3306
H -0.86600 8.48433 0.54174 0.3234
H -2.41480 8.36179 1.38930 0.3072
H -0.82393 4.75053 0.49002 0.0626
H 0.53622 5.59105 1.24255 0.3056
H -0.11594 6.17937 -0.30415 0.4362
```

Results
- Total charge: +1
- Kohn-Sham gap: 8.12 eV
- Electronic energy: -48233.0291 eV

No. 5
Density functional theory data (ωB97M-V with the def2-TZVPD basis set) for C29H32MnN5O4P as an isolated structure.

The geometry in XYZ format:
```
72
Properties=species:S:1:pos:R:3:lowdin_spin:R:1
Mn 0.05497 1.01272 -0.47380 3.7269
C -4.31477 0.77672 -0.95028 -0.0008
C -4.66545 2.14432 -0.85770 0.0116
C -3.65280 3.10523 -0.78087 0.0012
C -2.32016 2.68541 -0.81302 0.0065
N -1.98611 1.35602 -0.87151 -0.0015
C -2.97311 0.42731 -0.95403 0.0113
C -1.16184 3.57011 -0.82657 0.0109
C -1.21291 4.96844 -0.87461 -0.0033
C -0.00959 5.68277 -0.88545 0.0189
C 1.20899 5.00351 -0.85295 -0.0034
C 1.18342 3.61063 -0.77882 0.0111
N 0.02627 2.90910 -0.78149 -0.0441
C 2.37565 2.74493 -0.77083 0.0059
C 3.70041 3.20711 -0.73712 0.0015
C 4.72574 2.27338 -0.83618 0.0113
C 4.41071 0.90286 -0.96315 -0.0010
C 3.07297 0.51547 -0.96051 0.0101
N 2.06937 1.41064 -0.87398 -0.0077
H -5.07086 0.02013 -1.03350 -0.0002
H -5.70254 2.44762 -0.83172 0.0005
H -3.86238 4.16320 -0.72470 -0.0002
H -2.65108 -0.59830 -1.08501 -0.0001
H -2.16956 5.46452 -0.92952 -0.0006
H -0.01511 6.76316 -0.98671 0.0008
H 2.14534 5.53178 -0.86234 -0.0006
H 3.90256 4.26774 -0.65740 -0.0002
H 5.75111 2.60411 -0.79471 0.0005
H 5.17610 0.15014 -1.05810 -0.0002
H 2.77823 -0.52880 -1.06246 -0.0003
C -0.65222 -5.38504 -2.16290 0.0007
N -0.02950 -4.02501 -2.11488 0.0095
N -0.23035 -3.12267 -1.01167 0.0087
C 0.15401 -1.88858 -1.44242 0.0035
O 0.11787 -0.91401 -0.61787 0.0861
C 0.55287 -1.94682 -2.81310 0.0112
C 0.39090 -3.29601 -3.18049 -0.0009
C 0.61983 -3.94978 -4.50730 -0.0004
C -0.26793 -3.58172 0.34351 0.0005
C -0.91690 -2.79370 1.30061 0.0005
C -0.89486 -3.16726 2.64378 -0.0002
C -0.24109 -4.34224 3.02478 0.0008
C 0.40050 -5.14006 2.07099 -0.0001
C 0.42664 -4.76806 0.72946 0.0007
H -0.94882 -5.70531 -1.17087 0.0000
H 0.07816 -6.08096 -2.57482 0.0002
H -1.53945 -5.38886 -2.81648 0.0004
H 0.88795 -1.11000 -3.40253 0.0009
H 0.96993 -3.20862 -5.22501 0.0000
H -0.30386 -4.38648 -4.90182 -0.0002
H 1.37361 -4.74267 -4.45087 -0.0001
H -1.41173 -1.87430 0.99302 -0.0002
H -1.36362 -2.52615 3.38920 0.0000
H -0.22621 -4.64420 4.06659 0.0000
H 0.85719 -6.06914 2.36543 0.0000
H 1.01755 -5.30591 0.00245 0.0000
C -2.29769 0.71429 2.98268 0.0008
O -0.84579 0.64854 3.06093 0.0243
P 0.11240 1.31045 1.91735 0.0558
O 1.53998 0.97932 2.62644 0.0186
C 2.01056 -0.39827 2.78117 0.0005
O 0.03582 2.89665 2.10109 0.0096
C 0.30316 3.52472 3.39062 0.0021
H -2.67654 0.47679 3.97899 0.0002
H -2.65670 -0.00019 2.24155 0.0002
H -2.64711 1.70821 2.70871 0.0002
H 3.03271 -0.30284 3.16469 0.0001
H 2.01943 -0.92040 1.81718 0.0000
H 1.36640 -0.91828 3.49520 0.0002
H -0.15621 4.50426 3.32410 0.0002
H 1.38062 3.59369 3.54864 0.0002
H -0.15516 2.95461 4.19292 0.0003
```

Results
- Multiplicity: 5
- Total charge: +3
- Kohn-Sham gap (alpha / beta): 5.78 / 6.06 eV
- Electronic energy: -86820.3301 eV

Q: Which max |F| values were calculated for the entries above? A: 0.7 2.2 3.0 1.1 3.9, in eV/A.